This record from OMol25 describes C2H5NSi as an isolated structure at a distorted geometry. The level of theory is ωB97M-V/def2-TZVPD.

Computed properties:
orbital gap	7.6	eV
energy above the lowest of the compared OMol25 structures with the same formula, charge and spin	265.88	kJ/mol

```
9
Properties=species:S:1:pos:R:3:mulliken_charge:R:1
C 3.43750 -0.44967 0.10792 0.182
C 1.98617 -0.47285 0.00782 -0.560
N 4.56231 -0.18608 0.05632 -0.380
Si 1.10328 1.27454 -0.20061 0.153
H 1.71378 -1.24090 -0.70818 0.392
H 1.55236 -0.96897 0.99257 0.245
H -2.41901 0.73938 1.78912 0.196
H -1.66395 0.49790 1.75509 -0.196
H 1.73555 2.21131 0.86160 -0.032
```